(1)
Molecular formula: C13H24CrN4O5S2
Method: DFT, ωB97M-V/def2-TZVPD

Structure (XYZ):
```
49
Properties=species:S:1:pos:R:3
H -2.430 -2.662 -2.567
H 2.072 4.234 -1.670
C 3.910 1.521 -1.717
N -0.441 -1.770 0.124
Cr 0.005 0.167 -0.279
H 4.214 0.645 -2.303
H -0.962 2.853 0.564
H -1.418 -2.237 4.149
S -0.868 -4.221 0.292
O -0.105 3.189 0.228
C -0.744 -1.090 2.399
H -2.844 -1.306 -0.808
H -2.888 2.264 1.192
H 3.918 2.435 -2.341
C -0.303 -2.074 1.477
H -3.507 -3.003 -0.696
N -1.030 0.161 1.845
O 0.895 -3.248 -2.761
C -2.478 2.182 2.215
C -1.954 0.822 2.496
S -2.597 -0.066 3.886
O 2.760 -0.885 -1.598
H -1.949 1.189 -1.773
H -1.408 -0.427 -2.345
H -1.686 2.927 2.395
H 0.711 -2.383 -3.195
C 2.547 1.329 -1.163
H -3.272 -2.074 0.778
C -1.424 -1.316 3.585
O -1.472 -2.776 -2.221
H 2.206 -0.443 1.730
H 2.274 -1.741 -1.574
O 2.015 0.259 2.378
H -3.292 2.386 2.933
H 1.625 1.001 1.874
C -2.874 -2.245 -0.230
H 1.618 4.425 0.052
N 0.695 2.045 0.010
H 4.630 1.695 -0.889
C 2.229 3.835 -0.646
C -1.075 0.553 -1.978
H 0.020 -3.678 -2.847
H 3.301 3.951 -0.411
N 1.918 0.135 -1.118
H -0.561 1.127 -2.775
C -0.319 -3.454 1.713
H -0.050 -3.967 2.634
C 1.848 2.404 -0.573
C -1.459 -2.669 -0.473
```

Output
HOMO energy (alpha / beta) (eV): -6.434 / -7.004
ΔE to the lowest compared entry with this formula, charge and spin (kJ/mol): 183.1
Expectation value of S²: 6.08
Spin multiplicity: 5


(2)
Molecular formula: C13H24N3O10P
Method: DFT, ωB97M-V/def2-TZVPD

Structure (XYZ):
```
51
Properties=species:S:1:pos:R:3
H -2.660 -7.064 3.288
H 0.960 -3.248 1.764
H -3.855 -7.076 1.971
H 2.713 1.439 -0.296
C 0.255 5.147 -3.417
C 0.108 -0.821 0.581
H 1.244 -0.908 2.384
C -1.190 -3.381 1.817
O 0.609 2.761 -3.626
O 3.008 5.158 -5.381
O 0.475 5.286 -4.842
C -1.312 -4.890 2.120
H -2.326 -4.274 4.517
N -2.518 -5.449 1.953
H 0.744 -1.052 -1.272
C 0.975 3.535 -1.420
C -2.939 -2.506 3.448
H 0.453 2.646 -1.050
O 0.610 4.672 -0.590
O 3.271 4.193 -1.461
O -0.357 -5.527 2.550
C 3.015 1.842 -1.266
H -0.801 5.341 -3.206
H 0.827 5.874 -2.833
H 2.711 4.606 -6.114
H -0.484 -0.703 2.639
H 1.619 -2.002 -0.068
C 2.481 3.258 -1.435
H -1.184 -3.324 0.729
O -3.959 -1.851 3.572
N 0.913 -1.336 -0.322
O 1.631 6.742 -6.615
H -2.984 -2.979 5.524
H 1.106 4.682 0.252
H -2.155 -7.494 1.645
H 2.619 1.200 -2.057
C 0.583 3.740 -2.882
H 4.107 1.840 -1.326
H -1.355 -2.818 4.861
O -0.750 -0.042 0.213
C -2.819 -6.853 2.229
C 0.260 -1.230 2.043
C -2.353 -3.198 4.664
P 1.788 6.141 -5.284
H 0.279 -2.935 3.347
H -2.806 -2.020 1.544
C 0.141 -2.748 2.283
O 2.125 7.310 -4.280
H -3.271 -4.854 1.645
H 2.809 7.763 -4.786
N -2.362 -2.595 2.247
```

Output
Structure (SMILES): CC(=O)[C@@H](O)C(=O)COP(=O)(O)O.CNC(=O)[C@H](CCC(N)=O)NC(C)=O
HOMO energy (eV): -9.836


(3)
Molecular formula: C13H24O6
Method: DFT, ωB97M-V/def2-TZVPD

Structure (XYZ):
```
43
Properties=species:S:1:pos:R:3
H -3.979 1.208 -3.759
C 0.099 -0.200 0.919
C -2.488 -2.171 0.471
H 3.333 5.425 0.073
H -4.258 -0.525 -4.018
C 2.861 4.814 0.844
H -1.838 1.863 -2.278
H 2.002 5.358 1.245
C -2.571 -0.080 -2.792
C -0.795 -0.847 2.116
H -0.784 0.934 -3.390
O -1.058 -5.113 1.120
H 3.318 -3.332 1.255
C -1.628 -4.092 1.588
O -2.756 -3.548 0.923
H 4.166 2.322 0.405
C -2.316 -1.123 1.685
H 3.230 -1.922 2.543
H -3.426 -1.847 -0.111
C 2.067 -1.505 0.628
O 1.728 -2.064 -0.438
H -2.880 -1.530 2.608
O 1.526 -0.309 1.155
C -3.491 0.248 -3.938
H -1.632 -2.166 -0.280
O -2.738 -1.080 -2.114
C 3.282 -2.204 1.441
H 2.958 1.710 -0.742
H -0.142 0.929 0.963
H -0.829 -0.020 2.923
H 3.563 4.622 1.658
H -2.925 0.279 -4.871
H -1.191 -3.684 2.562
C -1.440 0.875 -2.519
H 4.237 -1.753 0.970
H -0.859 0.516 -1.669
H -0.240 -0.543 -0.115
C 3.438 2.612 -0.355
H -0.265 -1.740 2.585
H 3.936 3.125 -1.180
C 2.394 3.511 0.252
O 1.219 3.197 0.263
H -2.826 -0.151 1.375
```

Output
Structure (SMILES): CC(=O)OCCCCOC=O.CC(C)=O.CC(C)=O
HOMO energy (eV): -9.805
ΔE to the lowest compared entry with this formula, charge and spin (kJ/mol): 0.0


(4)
Molecular formula: C13H24O7V
Method: DFT, ωB97M-V/def2-TZVPD

Structure (XYZ):
```
45
Properties=species:S:1:pos:R:3
C -10.777 6.542 -1.834
C -17.134 2.579 -2.129
C -14.521 4.383 0.421
C -14.208 5.319 -3.793
H -16.847 3.545 -1.742
C -16.133 1.498 -1.787
H -11.487 3.646 -5.218
H -18.147 2.354 -1.796
H -10.115 0.447 -3.886
O -14.946 1.696 -1.708
O -10.272 4.483 -2.811
H -8.652 0.483 -1.912
O -11.657 1.588 -1.337
O -11.765 4.557 -1.135
H -17.278 2.657 -3.198
C -15.020 5.488 1.370
V -13.314 3.043 -1.381
H -16.266 -0.279 -0.698
H -14.148 6.115 -4.550
H -9.183 1.743 -0.689
H -13.827 5.668 -2.826
H -10.094 6.847 -2.580
H -14.767 6.445 1.011
H -17.769 0.036 -1.682
H -16.038 5.249 1.725
O -13.170 3.256 -3.454
H -10.377 2.169 -3.871
H -14.389 5.421 2.258
H -11.886 1.089 -3.712
H -16.345 -0.654 -2.349
H -10.543 6.915 -0.839
C -9.435 0.807 -1.276
H -11.948 5.375 -5.619
H -15.246 4.836 -3.766
H -9.715 -0.028 -0.656
O -13.759 3.429 0.722
C -13.164 4.294 -4.143
O -14.903 4.499 -0.797
C -10.710 1.263 -2.032
H -11.768 6.919 -2.023
H -12.888 4.123 -6.230
C -10.895 5.063 -1.925
C -16.674 0.082 -1.626
C -12.287 4.348 -5.359
C -10.781 1.203 -3.509
```

Output
HOMO energy (alpha / beta) (eV): -6.943 / -8.523
Expectation value of S²: 3.76
Spin multiplicity: 4


(5)
Molecular formula: C13H25AlIN2O3
Method: DFT, ωB97M-V/def2-TZVPD

Structure (XYZ):
```
45
Properties=species:S:1:pos:R:3
C -0.414 4.169 -0.568
C 3.643 0.285 0.665
O 0.809 0.823 -0.732
H -2.195 -3.038 -0.708
H 0.690 0.410 2.415
H -0.396 5.674 0.763
C -0.338 1.537 -0.152
H -3.457 -2.186 -1.440
C -2.027 -3.065 -2.755
H -1.268 -3.971 -2.643
H 0.185 2.197 0.687
H -0.720 2.538 -2.284
N -2.887 -3.064 -1.495
I 5.406 1.092 1.772
C -1.380 0.419 0.526
H 1.456 -2.385 1.742
C -0.303 0.710 3.005
Al 0.808 -1.040 -0.505
H 3.840 0.280 -0.491
C 3.343 -1.172 1.337
O -0.842 -0.981 0.480
H -2.334 1.704 2.288
H 3.266 -1.059 2.498
H 2.452 -2.976 0.255
C -1.701 0.731 2.138
H -1.688 0.030 -3.880
O -1.339 -0.913 -4.061
H -2.161 2.655 -0.972
C -0.153 1.076 4.442
H -2.647 -3.181 -3.747
H 0.461 4.761 -1.114
C -1.193 -1.632 -2.752
H 4.303 -1.847 1.120
C -0.979 2.700 -1.130
N -0.886 4.764 0.601
H -2.361 0.350 -0.137
H 1.016 -1.244 -3.159
C 2.051 -1.987 0.787
H -0.205 0.248 5.276
H 0.717 -3.027 -2.427
C 0.403 -1.897 -2.370
H -1.745 -0.936 -1.969
H -2.370 -0.164 2.555
H 0.076 2.204 4.721
H 2.753 0.999 0.991
```

Output
HOMO energy (eV): -4.258
Total charge: -1


Record-wise max |F| values, in eV/Å: 4.251 3.560 4.883 3.286 5.744
Record-wise energy values, in Ha: -2945.59422 -1767.92575 -961.09502 -1980.52803 -1385.44340